# 1
{"formula": "C9H14O", "method": "ωB97M-V/def2-TZVPD", "species": ["O", "C", "C", "C", "C", "C", "C", "C", "C", "C", "H", "H", "H", "H", "H", "H", "H", "H", "H", "H", "H", "H", "H", "H"], "coordinates": [[2.191334, 1.107211, 1.503899], [2.206082, 0.329531, -2.068963], [0.834843, 0.232057, -2.251716], [0.277604, -0.149419, -3.628330], [0.405909, 0.455620, 0.099822], [-2.978393, -0.857998, 2.321796], [1.772574, 0.627607, 0.267621], [-1.909395, -0.466219, 3.336958], [-0.059893, 0.178445, -1.194153], [2.700295, 0.463317, -0.771702], [3.708151, 0.781385, -0.551038], [2.877354, 0.254957, -2.914709], [-0.188608, 0.669786, 0.979222], [-1.028626, -1.112853, 3.345357], [3.123173, 0.856522, 1.521384], [-3.086522, -1.912837, 2.119864], [0.878368, -0.945575, -4.081165], [-3.827376, -0.166291, 2.282933], [-0.762122, -0.422951, -3.469073], [-1.554314, 0.554134, 3.214236], [-2.243641, -0.623771, 4.373651], [0.306521, 0.606079, -4.431592], [-2.525486, -0.500783, 1.368207], [-1.117838, 0.042044, -1.372502]], "atomic_forces_ev_per_a": [[0.2943, -0.8565, -0.6925], [0.1661, -0.1526, 1.0150], [-0.6196, -1.3442, -1.6733], [0.4712, 0.4777, -0.1636], [0.5194, 0.1108, -0.5043], [1.8369, 1.8758, -2.0331], [-0.0344, 0.3947, 0.1929], [-0.1876, -0.8583, 1.3688], [0.5513, 0.9835, 1.1556], [-0.9991, 1.1085, 0.0428], [0.3929, -0.4204, -0.2081], [-0.0065, 0.1133, -0.0096], [-0.3656, -0.3417, -0.1935], [0.0184, -0.0315, -0.6799], [0.0401, 0.3294, 0.5229], [-0.7490, -0.2055, 0.5846], [-0.3940, -0.3249, 0.3441], [-0.4591, -0.9001, 0.7980], [0.0128, -0.3450, -0.4310], [-0.1766, 0.0867, 0.0455], [-0.2336, 0.4943, -0.1635], [-0.0438, 0.3033, 0.6662], [-0.0296, -0.4493, 0.0598], [-0.0048, -0.0479, -0.0439]], "total_energy_ha": -426.538654, "homo_ev": -8.47, "max_force_ev_per_a": 3.32, "charge": 0, "lumo_ev": 0.9}

# 2
{"formula": "C42H53AsN7O9PSV", "method": "ωB97M-V/def2-TZVPD", "species": ["As", "V", "S", "P", "O", "O", "O", "O", "O", "O", "O", "O", "O", "N", "N", "N", "N", "N", "N", "N", "C", "C", "C", "C", "C", "C", "C", "C", "C", "C", "C", "C", "C", "C", "C", "C", "C", "C", "C", "C", "C", "C", "C", "C", "C", "C", "C", "C", "C", "C", "C", "C", "C", "C", "C", "C", "C", "C", "C", "C", "C", "C", "H", "H", "H", "H", "H", "H", "H", "H", "H", "H", "H", "H", "H", "H", "H", "H", "H", "H", "H", "H", "H", "H", "H", "H", "H", "H", "H", "H", "H", "H", "H", "H", "H", "H", "H", "H", "H", "H", "H", "H", "H", "H", "H", "H", "H", "H", "H", "H", "H", "H", "H", "H", "H"], "coordinates": [[-0.894517, 3.500726, 6.279922], [0.277106, 0.539055, 1.888451], [-0.108301, 3.916103, 1.568948], [-0.065679, -2.833604, 1.108276], [3.014324, 1.626745, 2.914727], [0.615490, 5.028975, 2.129794], [-0.881702, 5.265888, 5.874464], [0.692934, 3.147232, 6.568582], [1.042143, 2.635323, -10.722361], [0.579243, 2.618013, 1.880987], [-1.450604, -0.061652, 3.333200], [-0.361735, 3.963652, 0.137050], [-0.926264, 2.986359, 4.387303], [0.171467, -1.372306, 1.465248], [1.806794, 1.640110, -4.362027], [1.938093, 0.759693, 3.160860], [-0.957365, 0.964625, 0.303348], [-0.388457, 1.967328, -4.464741], [-0.214128, -0.004624, 3.610752], [1.689780, 0.534228, 0.448136], [-0.016779, 1.714016, -3.166586], [0.006898, -0.709159, 5.975116], [2.006194, 1.120292, -1.870630], [0.899816, 2.473203, -9.377463], [1.103162, -5.415342, 1.960911], [-0.241939, 1.209977, -0.815760], [3.361345, 0.784746, -1.762581], [-2.788122, -2.383471, 1.581525], [1.822071, 0.369776, 4.391318], [-1.713412, 3.842383, 2.321315], [0.818218, 2.113817, -6.606648], [-4.048921, 4.413109, 2.056099], [0.493928, -0.201789, 4.665651], [-1.521877, -3.493480, 3.372670], [-0.312128, 2.555457, -8.698485], [-2.760428, 4.356052, 1.557631], [-2.256861, -4.817389, 1.394867], [1.357001, -3.913990, 1.807914], [-0.340719, 2.375810, -7.323094], [2.024052, 2.030752, -7.301674], [-1.717519, -3.458486, 1.849052], [-0.145412, -3.159541, -0.781496], [-2.935430, 1.626851, -0.834021], [1.745853, -3.315599, 3.168513], [2.070009, 2.206858, -8.668960], [-3.255491, 3.438322, 4.111825], [1.198112, 0.981478, -0.734469], [0.726266, 1.922475, -5.153181], [-1.462505, -2.549284, -1.281137], [0.984204, -2.368861, -1.460758], [-2.237708, 1.808104, -2.000717], [-2.256762, 1.185847, 0.305990], [-0.115361, 2.956187, -11.468312], [3.821134, 0.255445, -0.583726], [-0.075734, -4.617717, -1.245673], [2.945224, 0.127363, 0.497170], [2.813271, 0.614701, 5.466997], [1.335427, 1.508766, -3.075612], [2.589235, -3.721787, 0.913081], [-1.927048, 3.400901, 3.640384], [-4.283511, 3.941047, 3.343190], [-0.856453, 1.583720, -2.009309], [-0.030590, 5.435576, 5.464404], [-2.498693, -3.620484, 3.847453], [-2.768697, 1.001301, 1.243584], [2.963101, -0.297554, 6.045982], [2.033211, -5.901630, 2.275296], [-3.454812, 3.081906, 5.112763], [1.909113, -2.935651, -1.532193], [-1.275218, 2.438395, -6.783430], [-2.322374, -3.161579, -1.022218], [3.475590, -4.059739, 1.458129], [-3.328457, -2.558553, 0.653151], [-3.516602, -2.391978, 2.395847], [0.213933, 3.082725, -12.496093], [0.683296, -2.097459, -2.477414], [3.755099, 0.962037, 5.056135], [0.494133, -1.653856, 6.237172], [3.268236, -0.308421, 1.432842], [4.850223, -0.052915, -0.467790], [1.016254, -3.514292, 3.947715], [-1.546848, -5.628576, 1.530205], [-2.724567, 2.136521, -2.909048], [-0.569096, 3.885755, -11.116034], [-0.854018, 2.151988, -11.421511], [2.763021, 1.559548, -4.659494], [2.700165, -3.748812, 3.484579], [0.208238, 0.025658, 6.755517], [-1.068586, -0.872767, 5.918428], [-0.827661, -5.248896, -0.782111], [-1.428335, -2.474732, -2.371970], [-2.338737, -1.392747, 1.563075], [2.392232, 1.378091, 6.127948], [1.853956, -2.233009, 3.083037], [3.002768, 2.144032, -9.211524], [2.534280, -4.299225, -0.006686], [0.899129, -5.061792, -1.057600], [-4.854451, 4.812282, 1.453974], [-1.614950, -1.547286, -0.877533], [2.526624, 2.400702, 2.556850], [-0.241915, -4.651771, -2.327994], [-0.892968, -4.320926, 3.693824], [2.952868, 1.828980, -6.781917], [-2.570602, -4.806089, 0.352493], [-1.096083, -2.557087, 3.729734], [-2.534927, 4.689793, 0.555298], [0.788750, -5.884596, 1.031370], [2.730884, -2.670815, 0.659098], [-1.234214, 2.755229, -9.221927], [4.032623, 0.917418, -2.602366], [0.356402, -5.632159, 2.721113], [-3.996828, 1.820510, -0.773709], [-5.284202, 3.974097, 3.759367], [1.183729, -1.453857, -0.909457], [-3.143349, -5.056721, 1.991790]], "atomic_forces_ev_per_a": [[0.3204, -0.0709, 0.0357], [-0.5636, 0.0523, 0.6635], [0.0953, -0.2064, -0.1362], [-0.0064, -0.0913, 0.1706], [-0.1667, 0.0413, -0.1771], [-0.0054, -0.1265, -0.0323], [-0.3406, -0.1139, 0.2063], [-0.0744, -0.2336, -0.0274], [0.0285, -0.0017, 0.0790], [0.0423, 0.1195, 0.3933], [-0.0225, 0.1186, 0.1591], [0.0088, 0.2309, -0.0703], [0.1101, -0.0913, 0.0954], [0.2106, -0.5812, -0.4640], [0.0204, 0.0515, 0.0558], [0.5295, 0.0846, 0.7580], [-0.1890, 0.4318, -0.7267], [0.1040, 0.0554, 0.0662], [-0.5800, -0.1723, 0.9639], [0.7382, 0.3523, -1.5276], [-0.1440, -0.0026, 0.0695], [0.0019, 0.0574, 0.0268], [-0.0452, -0.0146, -0.1474], [-0.0079, -0.0015, -0.0204], [0.0480, 0.0555, 0.0304], [0.1067, -0.2224, 0.0505], [-0.0554, -0.0017, 0.0002], [0.0272, 0.0319, -0.0122], [-0.1800, 0.0368, -0.2735], [-0.0860, 0.1689, -0.1676], [0.0034, -0.0167, 0.1279], [0.0141, -0.0228, -0.0544], [0.1936, 0.0044, 0.0181], [0.0081, -0.0139, -0.0231], [0.0679, -0.0040, 0.0015], [-0.0039, -0.2201, 0.0369], [-0.0396, 0.0896, 0.0252], [-0.0941, 0.0593, -0.0417], [-0.0290, 0.0148, -0.0532], [0.0381, 0.0126, -0.0174], [0.0890, -0.0155, -0.0078], [-0.0068, -0.0154, 0.0895], [0.0013, -0.0262, -0.0044], [0.0096, 0.0382, -0.0171], [-0.0506, 0.0085, -0.0317], [-0.0326, -0.0344, 0.0020], [-0.2011, 0.0083, -0.0195], [0.0000, -0.0305, -0.1787], [0.0252, -0.0107, 0.0018], [-0.0090, 0.0184, 0.0242], [-0.0057, 0.0017, 0.0195], [-0.0015, -0.0653, 0.0466], [-0.0012, -0.0106, 0.0078], [-0.0446, -0.0221, 0.0483], [0.0093, 0.0854, -0.0221], [-0.0305, 0.0564, 0.1093], [-0.1119, 0.0439, 0.0074], [0.1748, -0.0811, 0.0811], [-0.0262, 0.0294, 0.0057], [-0.0744, 0.1218, -0.0853], [-0.0266, -0.0195, 0.0551], [0.0364, 0.0924, -0.0709], [0.3690, 0.1131, -0.2145], [-0.0087, -0.0138, 0.0086], [0.0144, 0.0563, -0.0015], [-0.0155, -0.0299, 0.0225], [0.0100, -0.0062, 0.0059], [0.0199, -0.0266, 0.0156], [0.0486, -0.0384, 0.0184], [-0.0209, 0.0011, 0.0011], [-0.0477, -0.0212, 0.0224], [0.0134, -0.0271, -0.0019], [0.0049, 0.0093, -0.0344], [-0.0388, -0.0293, -0.0044], [-0.0076, -0.0037, 0.0057], [0.0081, -0.0190, -0.0233], [0.0036, 0.0161, 0.0279], [-0.0215, 0.0539, 0.0241], [-0.0037, 0.1142, -0.0291], [0.0043, -0.0131, -0.0042], [-0.0628, -0.0125, 0.0401], [0.0967, -0.0854, 0.0200], [-0.0012, -0.0146, -0.0191], [-0.0071, 0.0075, -0.0046], [-0.0115, 0.0001, 0.0000], [-0.0802, 0.0158, 0.0008], [0.0085, -0.0233, 0.0176], [-0.0138, 0.0106, 0.0845], [0.0020, 0.0046, -0.0145], [-0.0902, -0.0508, 0.0488], [-0.0095, -0.0147, -0.0198], [0.0066, 0.0150, 0.0310], [-0.0343, 0.1366, 0.0532], [0.0132, -0.0187, -0.0174], [0.0234, 0.0029, -0.0132], [-0.0191, -0.0189, -0.0784], [0.0722, -0.0277, 0.0222], [-0.0118, 0.0282, -0.0100], [0.0029, 0.0423, 0.0112], [0.0996, -0.1305, 0.0760], [0.0060, 0.0014, -0.0198], [0.0399, -0.0465, 0.0197], [0.0039, -0.0047, 0.0036], [-0.0097, -0.0023, -0.0536], [-0.0104, 0.0437, 0.0043], [0.0072, 0.0416, -0.0510], [-0.0278, -0.0337, -0.0872], [0.0100, 0.0237, 0.0103], [-0.0305, 0.0149, -0.0265], [-0.0078, -0.0352, -0.0263], [-0.0562, -0.0110, 0.0343], [-0.0042, -0.0129, 0.0019], [-0.0104, -0.0196, -0.0089], [-0.0143, 0.0069, 0.0051], [-0.0174, -0.0019, 0.0048]], "total_energy_ha": -6612.169319, "homo_ev": [-4.40, -4.86], "multiplicity": 3, "max_force_ev_per_a": 1.73, "charge": -1, "lumo_ev": [1.7, 1.6]}

# 3
{"formula": "C4H4O2S2", "method": "ωB97M-V/def2-TZVPD", "species": ["S", "S", "O", "O", "C", "C", "C", "C", "H", "H", "H", "H"], "coordinates": [[-2.151090, 0.038274, -0.102864], [0.286699, -1.379479, 0.851256], [-3.069762, -1.400175, 1.174319], [-2.592495, 1.420328, -0.276201], [1.904800, -0.735898, 0.607810], [-0.406106, -0.005621, 0.060538], [0.563394, 0.859603, -0.315512], [1.910373, 0.398880, -0.124635], [2.650593, -1.479067, 0.825249], [0.474843, 1.920269, -0.804197], [-2.460698, -0.475806, -1.288604], [2.889445, 0.838694, -0.607157]], "atomic_forces_ev_per_a": [[-2.4734, -1.4311, 2.7953], [0.7913, 0.5333, 0.0911], [2.5936, 3.5959, -3.1150], [0.1306, -0.3739, 0.7140], [-1.4652, -1.8447, -0.2995], [0.0458, -1.1695, 0.6305], [1.0799, 3.4503, -2.2052], [1.2012, 0.7219, -0.5407], [0.5614, 0.3576, 0.1652], [-0.5453, -2.3384, 0.9075], [0.4308, -0.9072, -0.4421], [-2.3507, -0.5942, 1.2990]], "total_energy_ha": -1101.441842, "homo_ev": [-10.03, -10.05], "max_force_ev_per_a": 5.42, "charge": 0, "lumo_ev": [-1.1, -1.1]}

# 4
{"formula": "C3H8NO2", "method": "ωB97M-V/def2-TZVPD", "species": ["O", "O", "N", "C", "C", "C", "H", "H", "H", "H", "H", "H", "H", "H"], "coordinates": [[0.016496, 2.602215, -1.242152], [-0.294334, 0.603343, -2.240662], [0.114045, -0.882247, 0.034026], [-0.050237, -1.575766, 1.377451], [-0.109069, 1.266074, -1.235904], [0.108858, 0.676075, 0.123174], [0.936924, -1.593720, 1.952917], [-0.199533, -2.633342, 1.153110], [-0.689927, -1.306211, -0.590221], [1.016868, -1.193707, -0.446788], [1.046195, 1.181501, 0.582460], [-0.315688, 2.908850, -2.116511], [-0.712674, 0.896144, 0.909820], [-0.867921, -0.949209, 1.739281]], "atomic_forces_ev_per_a": [[-0.9086, -2.7994, -0.8351], [-0.4049, -0.7120, -1.0864], [1.0352, -0.4660, -2.3452], [1.6658, 0.3214, 0.1087], [0.8256, 3.8184, 2.0126], [-0.4175, -1.5306, 2.0953], [-1.4842, 0.7620, -0.5765], [-0.8002, 0.2009, 0.1681], [1.6341, 1.3880, 1.2642], [-1.2483, 0.3194, 0.7163], [-1.0202, -1.2292, -0.9040], [0.2880, 0.8042, -0.0329], [0.8282, 0.2502, -1.7325], [0.0071, -1.1274, 1.1472]], "total_energy_ha": -323.505825, "homo_ev": [-22.76, -22.76], "multiplicity": 2, "max_force_ev_per_a": 4.39, "charge": 2, "lumo_ev": [-10.3, -15.5]}

# 5
{"formula": "CH16O7", "method": "ωB97M-V/def2-TZVPD", "species": ["O", "O", "O", "O", "O", "O", "O", "C", "H", "H", "H", "H", "H", "H", "H", "H", "H", "H", "H", "H", "H", "H", "H", "H"], "coordinates": [[2.698036, 2.254252, -1.232336], [1.770566, -1.662482, -0.542128], [-0.416101, 3.390181, -0.686937], [-0.935477, -0.715768, -1.085546], [0.352342, 1.172527, 0.408408], [-0.526613, -3.005938, 1.507587], [-0.191026, 0.127080, 3.415601], [-1.775769, -1.769740, -1.319763], [-1.682595, -1.927932, -2.431275], [-1.081078, -0.057857, 3.058217], [0.385467, -0.429750, 2.882317], [-0.761155, -0.435760, -0.148659], [-1.419929, -2.763640, 1.321777], [-1.319558, -2.696422, -0.905618], [-0.402351, 4.253720, -0.296309], [-2.716505, -1.630909, -0.857780], [1.964806, 1.961553, -1.821218], [0.126125, 1.271023, 1.352777], [2.557024, -1.106858, -0.616451], [2.469762, 2.131622, -0.312628], [0.206598, -2.542556, 1.089600], [-0.371402, 3.443200, -1.630921], [1.124428, -1.241170, -1.122842], [-0.055596, 1.981625, -0.025873]], "atomic_forces_ev_per_a": [[-0.1484, -0.1608, -1.3454], [-0.6285, -0.0459, 0.0190], [-0.3712, -0.9555, 0.3916], [0.5619, -0.4047, 0.0996], [-1.1305, -0.3068, 0.2140], [0.8919, -0.9578, 0.5846], [-0.6818, 0.1196, -0.8468], [1.7882, 0.1550, -2.8100], [-0.9413, 0.0716, 1.0861], [0.4958, 0.0671, 0.5550], [0.1936, -0.2167, 0.2385], [0.1211, 0.9163, 0.3776], [-0.4523, 0.6952, -0.3344], [0.2429, -0.3097, 0.6527], [0.0827, 0.7742, 0.0585], [-1.3628, -0.0519, 0.6413], [0.7843, 0.3043, 1.1745], [0.3113, 0.0007, -0.1774], [0.0470, 0.0531, 0.1379], [-0.5805, -0.2122, 0.1171], [-0.3199, 0.3397, -0.3528], [0.0609, 0.5345, -0.7374], [0.4900, 0.0092, -0.2022], [0.5456, -0.4184, 0.4583]], "total_energy_ha": -573.953362, "homo_ev": [-14.25, -14.25], "multiplicity": 2, "max_force_ev_per_a": 3.33, "charge": 1, "lumo_ev": [-3.9, -10.4]}